(1)
Computed, not measured: 2 unconnected molecules or ions with the total composition C6H12N2 at a distorted geometry, with wB97M-V/def2-TZVPD.

Cartesian coordinates (Å):
C  0.924  -1.655  0.244
C  -0.480  -1.311  -0.083
C  -1.572  -1.480  0.711
N  -2.610  -0.809  0.072
C  -2.129  -0.495  -1.174
N  -0.899  -0.875  -1.326
H  1.542  -1.637  -0.658
H  1.047  -2.701  0.536
H  1.457  -0.965  0.894
H  -1.714  -1.699  1.760
H  -3.597  -0.979  0.188
H  -2.699  0.081  -1.886
C  0.795  2.215  0.461
C  1.838  1.468  -0.373
H  0.492  3.129  -0.041
H  -0.077  1.630  0.771
H  1.215  2.356  1.465
H  1.378  0.703  -0.991
H  2.562  2.151  -0.812
H  2.526  0.875  0.241

## Properties
E_LUMO (eV): 0.95
HOMO-LUMO gap (Ha): 0.3553
SMILES: Cc1c[nH]cn1.CC
HOMO (eV): -8.71
Net charge: 0
ΔE to the lowest compared entry with this formula, charge and spin (eV): 0.720

***

(2)
Computed, not measured: a molecular structure, CH6ClIN2OP at a distorted geometry, with wB97M-V/def2-TZVPD.

Cartesian coordinates (Å):
C  0.720  -0.230  1.245
N  0.018  1.585  -0.721
N  -1.410  -0.645  -0.406
O  1.055  -0.657  -1.480
P  0.101  -0.019  -0.455
Cl  2.163  0.666  1.155
I  -0.605  0.540  2.743
H  0.997  -1.894  1.406
H  -0.477  2.080  -1.434
H  -0.391  1.952  0.116
H  -2.273  -0.316  -0.726
H  -1.568  -1.642  -0.122
H  1.670  -1.419  -1.321

## Properties
E_LUMO (eV): -4.61
HOMO-LUMO gap (Ha): 0.3389
HOMO (eV): -13.83
Net charge: +1
ΔE to the lowest compared entry with this formula, charge and spin (eV): 2.397

***

(3)
Computed, not measured: 4 unconnected molecules or ions with the total composition C12H36O16P4 at a distorted geometry, with wB97M-V/def2-TZVPD.

Cartesian coordinates (Å):
C  -3.473  2.580  7.340
O  -2.267  3.256  6.966
P  -1.919  3.547  5.374
O  -2.982  4.281  4.652
O  -0.403  4.092  5.430
C  -0.026  5.321  5.873
O  -1.713  2.149  4.721
C  -1.400  1.923  3.395
H  -4.237  2.425  6.578
H  -3.887  3.075  8.218
H  -3.322  1.569  7.719
H  0.339  5.937  5.052
H  0.735  5.251  6.651
H  -0.886  5.897  6.213
H  -0.883  2.798  3.001
H  -2.111  1.482  2.696
H  -0.499  1.320  3.285
C  -1.605  -4.573  -3.779
O  -2.458  -5.102  -2.817
P  -3.007  -4.403  -1.477
O  -3.993  -5.230  -0.699
O  -1.635  -3.954  -0.805
C  -0.561  -4.889  -0.469
O  -3.758  -3.087  -2.048
C  -4.640  -2.392  -1.172
H  -1.794  -4.784  -4.832
H  -0.624  -4.960  -3.506
H  -1.661  -3.490  -3.663
H  0.340  -4.608  -1.015
H  -0.754  -5.929  -0.729
H  -0.105  -4.870  0.521
H  -4.089  -1.517  -0.828
H  -5.070  -3.022  -0.393
H  -5.597  -2.286  -1.682
C  -2.123  -1.348  1.121
O  -1.841  -0.718  -0.099
P  -0.328  -0.096  -0.270
O  0.107  0.859  0.779
O  -0.395  0.476  -1.834
C  -0.799  -0.385  -2.980
O  0.493  -1.452  -0.392
C  1.894  -1.477  -0.480
H  -1.839  -2.400  1.103
H  -3.211  -1.407  1.081
H  -1.762  -0.662  1.887
H  -0.686  0.279  -3.838
H  -1.803  -0.805  -2.926
H  -0.078  -1.196  -3.071
H  2.322  -2.469  -0.624
H  2.332  -1.078  0.435
H  2.235  -0.768  -1.235
C  5.768  3.480  -4.492
O  4.741  2.532  -4.311
P  4.765  1.440  -3.125
O  5.866  1.648  -2.142
O  3.314  1.768  -2.608
C  3.246  2.513  -1.395
O  4.644  0.009  -3.905
C  4.049  -1.280  -3.469
H  5.241  4.221  -5.093
H  6.604  3.131  -5.098
H  5.981  4.074  -3.603
H  4.102  3.168  -1.233
H  3.052  1.818  -0.578
H  2.338  3.115  -1.413
H  3.031  -1.436  -3.825
H  3.955  -1.277  -2.383
H  4.728  -2.084  -3.754

## Properties
E_LUMO (eV): 0.10
HOMO-LUMO gap (Ha): 0.3810
SMILES: COP(=O)(OC)OC.COP(=O)(OC)OC.COP(=O)(OC)OC.COP(=O)(OC)OC
HOMO (eV): -10.27
Net charge: 0
ΔE to the lowest compared entry with this formula, charge and spin (eV): 2.945

***

(4)
Computed, not measured: 8 unconnected molecules or ions with the total composition C48H83BrF5N7O5S at a distorted geometry, with wB97M-V/def2-TZVPD.

Cartesian coordinates (Å):
C  4.225  -2.625  2.681
C  4.606  -4.205  2.431
C  3.823  -4.880  1.128
O  2.483  -4.360  0.891
C  1.466  -5.386  0.665
C  1.798  -6.483  -0.503
C  2.540  -5.899  -1.839
O  2.416  -6.408  -3.091
C  1.289  -6.286  2.067
C  0.584  -5.452  3.288
C  1.529  -4.285  3.965
F  0.801  -3.853  5.216
O  0.167  -4.694  0.523
C  0.082  -3.872  -0.687
S  -0.956  -4.902  -1.919
C  -0.707  -2.448  -0.264
C  0.399  -1.622  0.619
C  0.493  -0.006  0.283
C  1.061  0.858  1.589
Br  1.915  0.237  -1.160
O  -0.862  -1.725  -1.528
C  -2.229  -1.675  -2.035
C  -2.100  -1.283  -3.657
O  -1.902  -2.898  0.408
C  -2.557  -1.973  1.307
F  -2.550  -0.542  0.930
C  -2.150  -2.161  2.920
C  -3.452  -1.558  3.779
C  -3.520  -2.132  5.323
F  -4.676  -1.424  5.983
F  -2.326  -1.811  6.141
F  -3.893  -3.579  5.326
H  5.254  -2.036  2.812
H  3.662  -2.507  3.702
H  3.655  -2.176  1.760
H  5.761  -4.216  2.129
H  4.523  -4.887  3.382
H  4.485  -4.567  0.185
H  3.931  -6.037  1.225
H  0.779  -6.995  -0.848
H  2.524  -7.318  -0.055
H  3.202  -4.931  -1.729
H  0.514  -7.141  1.760
H  2.269  -6.843  2.377
H  0.384  -6.246  4.158
H  -0.498  -5.026  3.024
H  2.571  -4.677  4.329
H  1.570  -3.351  3.261
H  1.103  -3.599  -1.188
H  -1.794  -5.717  -1.119
H  1.471  -2.039  0.294
H  0.347  -1.786  1.775
H  -0.477  0.459  -0.168
H  0.262  1.595  2.037
H  1.472  0.068  2.357
H  1.992  1.509  1.241
H  -2.817  -2.695  -2.023
H  -2.919  -0.848  -1.579
H  -2.852  -1.947  -4.284
H  -2.267  -0.125  -3.793
H  -0.985  -1.562  -3.973
H  -3.715  -2.278  1.296
H  -2.056  -3.288  3.222
H  -1.240  -1.489  3.238
H  -3.403  -0.372  3.877
H  -4.482  -1.801  3.280
C  -3.531  -0.496  -8.008
C  -4.978  -0.554  -7.530
C  -5.523  0.814  -7.114
C  -4.695  1.369  -5.966
N  -4.008  1.829  -5.014
H  -2.856  -0.160  -7.214
H  -3.194  -1.489  -8.321
H  -3.426  0.185  -8.861
H  -5.045  -1.253  -6.687
H  -5.602  -0.958  -8.334
H  -6.565  0.721  -6.793
H  -5.487  1.514  -7.955
C  8.526  -0.183  0.511
C  7.814  -1.480  0.141
C  6.471  -1.245  -0.553
C  5.543  -0.475  0.372
N  4.773  0.164  1.140
H  7.945  0.407  1.228
H  9.492  -0.399  0.978
H  8.706  0.433  -0.377
H  7.664  -2.074  1.051
H  8.462  -2.065  -0.522
H  6.008  -2.204  -0.810
H  6.611  -0.677  -1.479
C  4.827  1.526  6.098
C  6.036  2.320  5.614
C  6.383  2.042  4.150
C  6.714  0.570  3.971
N  6.988  -0.652  3.822
H  5.009  0.448  6.058
H  4.599  1.778  7.139
H  3.942  1.751  5.492
H  6.896  2.080  6.252
H  5.832  3.389  5.737
H  7.246  2.644  3.848
H  5.542  2.305  3.499
C  3.592  3.915  -0.183
C  4.646  4.464  0.774
C  5.935  4.880  0.064
C  6.549  3.677  -0.634
N  7.058  2.679  -1.212
H  3.937  3.005  -0.685
H  2.680  3.657  0.364
H  3.334  4.655  -0.949
H  4.868  3.703  1.532
H  4.231  5.331  1.300
H  6.652  5.279  0.789
H  5.732  5.661  -0.677
C  -4.029  4.714  -5.240
C  -3.469  6.133  -5.258
C  -4.385  7.125  -5.977
C  -4.569  6.698  -7.424
N  -4.721  6.344  -8.625
H  -4.135  4.308  -6.251
H  -3.355  4.047  -4.692
H  -5.009  4.685  -4.751
H  -2.484  6.119  -5.741
H  -3.317  6.469  -4.226
H  -3.947  8.128  -5.951
H  -5.364  7.169  -5.487
C  -3.320  11.101  -7.151
C  -4.768  11.043  -6.673
C  -5.312  12.410  -6.257
C  -4.484  12.965  -5.109
N  -3.798  13.426  -4.157
H  -2.645  11.437  -6.357
H  -2.983  10.108  -7.464
H  -3.216  11.781  -8.003
H  -4.835  10.344  -5.830
H  -5.392  10.638  -7.477
H  -6.355  12.318  -5.936
H  -5.277  13.111  -7.098
C  -7.773  -6.095  8.821
C  -6.564  -5.301  8.337
C  -6.217  -5.578  6.873
C  -5.886  -7.051  6.693
N  -5.612  -8.273  6.545
H  -7.591  -7.173  8.780
H  -8.001  -5.843  9.862
H  -8.658  -5.870  8.214
H  -5.704  -5.541  8.974
H  -6.768  -4.232  8.460
H  -5.354  -4.977  6.570
H  -7.058  -5.316  6.222

## Properties
E_LUMO (eV): 0.19
HOMO-LUMO gap (Ha): 0.3427
SMILES: CCCO[C@@](CC=O)(CCCF)O[C@@H](S)[C@@](C[C@@H](C)Br)(OCC)O[C@H](F)CCC(F)(F)F.CCCC#N.CCCC#N.CCCC#N.CCCC#N.CCCC#N.CCCC#N.CCCC#N
HOMO (eV): -9.13
Net charge: 0

***

(5)
Computed, not measured: 2 unconnected molecules or ions with the total composition C4H13N2O at a distorted geometry, with wB97M-V/def2-TZVPD.

Cartesian coordinates (Å):
C  -0.799  -0.877  -1.078
C  -0.735  0.795  -1.058
C  0.154  1.318  0.033
C  -0.344  1.465  1.251
N  1.451  1.482  -0.437
N  0.649  -1.471  -0.778
H  -1.500  -1.340  -0.392
H  -1.091  -1.265  -1.954
H  -0.621  1.160  -2.081
H  -1.772  1.168  -1.007
H  0.359  1.907  1.935
H  -1.329  1.258  1.690
H  2.009  2.041  0.223
H  1.566  1.694  -1.376
H  0.684  -2.025  0.077
H  0.758  -2.158  -1.544
H  1.344  -0.831  -0.745
H  0.099  -2.057  2.715
H  -0.781  -0.859  2.469
O  -0.101  -1.405  2.055

## Properties
E_LUMO (eV): -3.09
HOMO-LUMO gap (Ha): 0.3366
HOMO (eV): -12.25
Net charge: +1
ΔE to the lowest compared entry with this formula, charge and spin (eV): 2.637

***

(6)
Computed, not measured: 6 unconnected molecules or ions with the total composition C11H34O11 at a distorted geometry, with wB97M-V/def2-TZVPD.

Cartesian coordinates (Å):
C  3.553  -1.230  0.020
O  3.067  -0.142  0.827
H  3.641  -2.158  0.584
H  2.766  -1.498  -0.685
H  4.511  -0.987  -0.442
H  3.443  -0.060  1.706
C  -2.020  1.224  4.930
C  -1.842  2.274  3.839
O  -0.446  2.843  3.831
O  -2.132  1.918  6.169
H  -1.195  0.514  4.869
H  -2.876  0.558  4.815
H  -2.498  3.117  4.054
H  -1.970  1.892  2.827
H  -0.312  3.428  4.580
H  -2.510  1.257  6.753
C  1.104  -2.283  3.863
C  0.681  -1.472  2.684
O  -0.669  -1.143  2.617
O  1.183  -1.435  4.891
H  2.069  -2.751  3.665
H  0.380  -3.010  4.230
H  0.912  -2.009  1.764
H  1.237  -0.537  2.612
H  -0.771  -0.425  1.988
H  0.355  -1.021  5.146
C  -1.380  0.158  -0.259
C  -0.727  -0.615  -1.433
O  -0.200  0.138  -2.545
O  -0.431  0.576  0.724
H  -2.067  -0.495  0.280
H  -1.956  1.000  -0.642
H  -1.199  -1.553  -1.725
H  0.165  -1.056  -0.988
H  0.597  -0.299  -2.854
H  0.090  1.241  0.268
C  2.502  -1.518  -4.248
C  4.023  -1.131  -4.265
O  4.755  -1.949  -3.358
O  1.907  -1.153  -2.987
H  2.368  -2.597  -4.311
H  1.911  -0.962  -4.976
H  4.193  -0.100  -3.955
H  4.346  -1.113  -5.306
H  5.582  -1.466  -3.289
H  2.505  -1.494  -2.317
C  -4.471  2.066  -3.770
C  -3.185  1.289  -3.483
O  -2.074  2.108  -3.188
O  -5.274  2.202  -2.602
H  -5.019  1.521  -4.539
H  -4.258  3.007  -4.277
H  -2.921  0.744  -4.390
H  -3.424  0.567  -2.702
H  -1.359  1.481  -3.054
H  -4.658  2.539  -1.947

## Properties
E_LUMO (spin up / spin down) (eV): -2.65 / -9.09
Multiplicity: 2
HOMO-LUMO gap (spin up / spin down) (Ha): 0.3305 / 0.0937
HOMO (spin up / spin down) (eV): -11.64 / -11.64
<S²>: 0.7551
Net charge: +1
ΔE to the lowest compared entry with this formula, charge and spin (eV): 0.445

***

(7)
Computed, not measured: a molecular structure, C36H35ClN8O4SiTe4Y at a distorted geometry, with wB97M-V/def2-TZVPD.

Cartesian coordinates (Å):
Y  1.261  0.027  -0.864
Te  1.003  -0.925  -3.429
Te  3.371  -0.394  -4.721
Te  0.506  -2.349  -5.662
Te  -0.986  -1.041  -1.700
C  -1.527  -2.204  -0.064
Si  -2.865  -0.930  0.142
C  -2.108  0.483  1.129
N  -1.153  1.407  0.511
C  -1.821  2.324  -0.454
C  -1.881  3.780  0.003
C  -2.325  3.858  1.460
C  -1.293  3.152  2.354
C  -0.438  2.169  1.541
C  -4.088  -0.496  -1.231
C  -4.964  0.571  -1.044
C  -5.952  0.855  -1.976
C  -6.096  0.057  -3.100
C  -5.275  -1.048  -3.273
C  -4.286  -1.316  -2.341
C  -4.082  -1.744  1.336
C  -3.798  -1.827  2.698
C  -4.637  -2.503  3.572
C  -5.779  -3.123  3.091
C  -6.070  -3.074  1.736
C  -5.224  -2.393  0.872
H  -1.860  -3.222  -0.246
H  -0.835  -2.163  0.779
H  -1.583  -0.047  1.934
H  -2.955  1.002  1.606
H  -2.835  1.967  -0.631
H  -1.294  2.286  -1.409
H  -2.578  4.312  -0.648
H  -0.903  4.247  -0.117
H  -3.304  3.380  1.566
H  -2.447  4.898  1.771
H  -1.789  2.626  3.173
H  -0.615  3.885  2.801
H  0.018  1.449  2.228
H  0.361  2.722  1.043
H  -4.882  1.182  -0.150
H  -6.613  1.698  -1.815
H  -6.854  0.296  -3.835
H  -5.392  -1.697  -4.131
H  -3.671  -2.198  -2.489
H  -2.900  -1.360  3.089
H  -4.390  -2.557  4.626
H  -6.439  -3.646  3.773
H  -6.949  -3.572  1.345
H  -5.463  -2.369  -0.183
O  3.575  5.279  -1.303
C  4.610  4.508  -1.608
O  5.702  4.973  -1.815
C  4.371  3.037  -1.605
C  5.360  2.059  -1.640
Cl  6.993  2.253  -2.010
N  4.770  0.854  -1.438
N  3.443  1.000  -1.364
C  3.180  2.299  -1.459
C  1.738  2.717  -1.408
O  1.428  3.815  -0.933
O  0.920  1.841  -1.831
C  5.355  -0.414  -1.150
C  4.670  -1.569  -1.503
C  5.210  -2.808  -1.204
C  6.423  -2.898  -0.542
C  7.085  -1.742  -0.157
C  6.552  -0.497  -0.445
H  2.732  4.780  -1.129
H  3.740  -1.513  -2.053
H  4.682  -3.700  -1.509
H  6.855  -3.867  -0.331
H  8.026  -1.801  0.372
H  7.065  0.395  -0.125
N  2.618  0.911  3.186
C  2.612  1.401  1.951
N  2.300  0.448  1.099
C  2.143  -0.677  1.893
N  2.311  -0.410  3.189
C  1.902  -1.961  1.326
C  1.805  -3.101  2.138
N  1.574  -4.305  1.681
C  1.439  -4.397  0.319
C  1.538  -3.317  -0.505
N  1.768  -2.050  -0.062
H  2.809  1.384  4.051
H  2.819  2.429  1.702
H  1.926  -2.982  3.210
H  1.234  -5.382  -0.076
H  1.398  -3.428  -1.577

## Properties
E_LUMO (spin up / spin down) (eV): 1.78 / 1.44
HOMO-LUMO gap (spin up / spin down) (Ha): 0.2111 / 0.1858
HOMO (spin up / spin down) (eV): -3.96 / -3.62
Net charge: -1
ΔE to the lowest compared entry with this formula, charge and spin (eV): 0.652

***

(8)
Computed, not measured: a gas-phase ion, BrHNO3S (charge -1) at a distorted geometry, with wB97M-V/def2-TZVPD.

Cartesian coordinates (Å):
O  -1.126  1.312  -1.548
S  -0.969  1.540  -0.131
O  0.349  1.984  0.227
O  -2.081  2.193  0.506
N  -0.906  -0.016  0.626
Br  -2.105  -1.295  0.116
H  0.257  -0.204  0.526

## Properties
E_LUMO (eV): 3.29
HOMO-LUMO gap (Ha): 0.3073
SMILES: O=S(=O)([O-])NBr
HOMO (eV): -5.07
Net charge: -1
ΔE to the lowest compared entry with this formula, charge and spin (eV): 0.277

***

| no. | E (eV) |
| --- | --- |
| 1 | -9396.12981 |
| 2 | -36066.15316 |
| 3 | -82949.35029 |
| 4 | -166238.36604 |
| 5 | -9378.94637 |
| 6 | -34467.05404 |
| 7 | -108629.68366 |
| 8 | -88527.24140 |